Entry 1:
The following is a DFT calculation (ωB97M-V/def2-TZVPD) of a structure of composition C46H67F6Ge2N5O7PRbS3.

The geometry in XYZ format:
```
138
C46H67F6Ge2N5O7PRbS3, DFT ωB97M-V/def2-TZVPD
Rb 0.74 -0.57 -0.98
C -5.03 -1.59 -0.06
C -3.74 -1.03 0.54
Ge -2.93 -2.23 1.87
C -3.06 -4.10 1.29
C -2.73 -5.10 2.40
C -3.71 -1.99 3.67
C -2.71 -1.59 4.48
Ge -1.11 -1.48 3.30
C 0.32 -2.69 3.90
C 0.43 -2.81 5.42
C -0.34 0.32 3.03
C 0.68 0.79 4.07
C -2.88 -1.32 5.93
C -3.85 -1.97 6.69
C -4.00 -1.70 8.05
C -3.18 -0.77 8.67
C -2.20 -0.12 7.93
C -2.05 -0.40 6.58
H -5.48 -0.88 -0.76
H -5.77 -1.83 0.70
H -4.83 -2.50 -0.63
H -3.93 -0.08 1.04
H -3.02 -0.81 -0.24
H -2.40 -4.25 0.43
H -4.09 -4.25 0.92
H -1.70 -4.97 2.73
H -2.84 -6.13 2.05
H -3.39 -4.96 3.26
H -4.74 -2.11 4.04
H 1.26 -2.33 3.46
H 0.15 -3.67 3.45
H 0.66 -1.84 5.88
H 1.22 -3.51 5.71
H -0.51 -3.15 5.86
H -1.16 1.04 2.93
H 0.16 0.28 2.07
H 0.22 1.07 5.02
H 1.24 1.65 3.70
H 1.42 0.02 4.27
H -4.48 -2.72 6.22
H -4.75 -2.23 8.62
H -3.29 -0.56 9.73
H -1.55 0.60 8.40
H -1.29 0.10 6.01
C 6.05 5.92 -2.15
C 5.30 4.84 -1.42
C 4.17 4.26 -1.98
C 3.48 3.24 -1.32
C 3.93 2.81 -0.08
C 5.06 3.38 0.49
C 5.74 4.39 -0.18
S 3.08 1.46 0.71
O 3.55 1.46 2.09
O 1.67 1.74 0.52
N 3.42 0.21 -0.16
C 4.54 -0.58 -0.04
C 5.38 -0.66 1.09
C 6.44 -1.53 1.08
C 6.68 -2.33 -0.04
C 5.80 -2.19 -1.10
N 4.77 -1.35 -1.12
H 5.53 6.21 -3.06
H 7.06 5.60 -2.42
H 6.16 6.82 -1.53
H 3.81 4.60 -2.94
H 2.60 2.79 -1.77
H 5.39 3.03 1.46
H 6.62 4.83 0.27
H 5.16 -0.06 1.96
H 7.08 -1.60 1.95
H 7.50 -3.04 -0.08
H 5.93 -2.80 -1.99
F 2.53 -4.06 -3.58
C 1.43 -4.79 -3.39
F 1.79 -6.04 -3.12
F 0.74 -4.79 -4.54
S 0.36 -4.09 -2.06
O 0.03 -2.76 -2.50
O -0.70 -5.03 -1.90
N 1.46 -4.10 -0.93
S 1.23 -3.83 0.60
O 0.18 -4.59 1.21
O 1.33 -2.43 0.95
C 2.79 -4.58 1.22
F 2.83 -5.88 0.95
F 3.86 -4.00 0.70
F 2.83 -4.43 2.55
C -2.09 3.73 1.96
C -0.94 3.78 0.96
N -1.33 3.57 -0.42
C -1.57 4.74 -1.25
C -3.01 5.24 -1.21
C -1.53 2.29 -0.89
C -1.83 2.13 -2.35
N -1.43 1.24 -0.16
H -1.71 3.78 2.99
H -2.66 2.81 1.86
H -2.78 4.57 1.82
H -0.17 3.04 1.22
H -0.44 4.75 1.02
H -1.29 4.51 -2.27
H -0.90 5.53 -0.91
H -3.70 4.46 -1.53
H -3.14 6.10 -1.88
H -3.30 5.56 -0.21
H -0.96 2.46 -2.93
H -2.70 2.70 -2.67
H -2.01 1.08 -2.57
H -1.21 1.47 0.80
C 2.61 -0.76 -3.85
P 1.67 0.73 -4.24
C 2.76 1.70 -5.31
C 0.29 0.20 -5.26
O 1.24 1.50 -3.04
H 3.08 -1.15 -4.76
H 1.94 -1.52 -3.47
H 3.38 -0.56 -3.09
H 3.05 1.15 -6.21
H 3.66 1.96 -4.74
H 2.25 2.62 -5.59
H 0.61 -0.43 -6.09
H -0.25 1.07 -5.64
H -0.42 -0.36 -4.63
C -3.02 -1.09 -3.63
C -3.60 -0.18 -4.51
C -4.53 0.84 -4.09
C -5.04 1.77 -4.96
C -4.70 1.80 -6.32
C -3.82 0.81 -6.76
C -3.29 -0.14 -5.92
H -3.26 -1.07 -2.58
H -2.37 -1.87 -3.99
H -4.84 0.86 -3.05
H -5.74 2.51 -4.57
H -5.11 2.54 -7.00
H -3.53 0.77 -7.81
H -2.61 -0.89 -6.31
```

LUMO energy ... 0.1242 Ha
Orbital gap ... 3.62 eV
Relative energy (zero: lowest compared OMol25 entry of this formula, charge and spin) ... 1.431 eV
Total charge ... -2

Atomic partial charges in e from the Mulliken method, atoms 1 to 6: Rb 0.56; C -1.60; C 0.62; Ge 0.55; C -0.35; C -1.21



Entry 2:
The following is a DFT calculation (ωB97M-V/def2-TZVPD) of a cluster of 4 separate species, C31H67F4N7O10PS in total in a non-equilibrium geometry.

The geometry in XYZ format:
```
121
C31H67F4N7O10PS, DFT ωB97M-V/def2-TZVPD
C -3.78 2.80 -1.58
C -2.24 2.63 -2.16
O -1.83 1.21 -2.05
C -0.48 1.08 -2.63
C 0.62 0.38 -1.63
O 0.09 -0.03 -0.31
C 0.42 1.06 0.62
C 1.82 0.78 1.50
O 1.65 1.50 2.76
C 2.97 1.69 3.45
N 2.77 2.89 4.37
S 2.19 2.49 6.01
C 2.98 4.19 4.00
N 2.73 5.33 4.98
C 3.06 6.50 4.05
P 2.85 8.26 4.75
O 1.54 8.22 5.69
N 3.49 6.14 2.65
C 3.86 6.96 1.44
C 4.67 8.35 1.75
C 3.78 9.63 1.15
F 3.01 9.49 -0.14
C 3.71 10.98 1.80
F 4.90 11.87 1.69
F 2.46 11.48 2.49
N 3.43 4.73 2.66
F 3.73 4.06 1.50
H -3.96 3.94 -1.27
H -4.50 2.49 -2.45
H -3.93 2.07 -0.66
H -2.12 3.02 -3.26
H -1.48 3.24 -1.48
H -0.13 2.15 -2.96
H -0.56 0.39 -3.60
H 1.54 1.13 -1.54
H 1.08 -0.60 -2.12
H 0.48 2.12 0.09
H -0.45 1.16 1.42
H 1.88 -0.38 1.78
H 2.77 1.09 0.88
H 3.13 0.71 4.11
H 3.86 1.80 2.71
H 0.79 2.24 5.82
H 4.02 8.67 5.54
H 2.56 9.18 3.68
H 2.84 7.13 0.84
H 4.55 6.34 0.69
H 5.67 8.35 1.10
H 5.02 8.50 2.86
C -0.05 -7.19 3.46
O -1.14 -6.29 3.64
C -0.81 -5.14 4.42
C -0.72 -3.88 3.54
N 0.45 -3.91 2.66
C 0.43 -2.92 1.58
C -0.75 -2.96 0.58
O -0.75 -4.09 -0.28
C -1.27 -5.28 0.30
H -0.45 -8.13 3.07
H 0.66 -6.80 2.72
H 0.46 -7.40 4.40
H 0.11 -5.28 5.01
H -1.63 -5.00 5.13
H -0.67 -2.99 4.17
H -1.65 -3.83 2.96
H 0.52 -4.84 2.23
H 1.35 -3.06 1.01
H 0.48 -1.92 2.03
H -0.65 -2.09 -0.07
H -1.73 -2.84 1.07
H -2.09 -5.09 1.00
H -0.46 -5.83 0.79
H -1.65 -5.92 -0.50
C 5.43 -12.12 0.83
O 5.78 -10.94 0.12
C 5.11 -10.81 -1.14
C 4.03 -9.71 -1.08
N 2.90 -10.11 -0.24
C 1.99 -9.02 0.11
C 2.58 -7.82 0.89
O 2.97 -8.12 2.23
C 4.23 -8.76 2.36
H 6.15 -12.25 1.64
H 4.44 -12.03 1.28
H 5.47 -13.01 0.19
H 4.69 -11.76 -1.49
H 5.87 -10.50 -1.86
H 3.68 -9.49 -2.09
H 4.52 -8.81 -0.68
H 3.24 -10.53 0.62
H 1.20 -9.46 0.73
H 1.51 -8.65 -0.80
H 1.78 -7.07 0.97
H 3.40 -7.32 0.35
H 4.95 -8.41 1.61
H 4.10 -9.84 2.30
H 4.63 -8.53 3.35
C -8.64 7.11 -3.81
O -8.77 6.32 -4.98
C -8.27 6.97 -6.16
C -6.95 6.33 -6.62
N -5.85 6.64 -5.70
C -4.65 5.82 -5.90
C -4.79 4.29 -5.76
O -5.04 3.84 -4.43
C -6.40 3.95 -4.02
H -9.25 6.65 -3.02
H -7.61 7.13 -3.46
H -9.00 8.13 -3.97
H -8.18 8.05 -6.04
H -9.02 6.79 -6.94
H -6.70 6.69 -7.62
H -7.12 5.25 -6.69
H -6.17 6.51 -4.75
H -3.92 6.16 -5.15
H -4.23 6.06 -6.89
H -3.82 3.86 -6.04
H -5.51 3.86 -6.46
H -7.10 3.77 -4.84
H -6.57 4.93 -3.57
H -6.58 3.20 -3.24
```

LUMO energy ... -0.1833 Ha
Orbital gap ... 4.76 eV
Total charge ... +1

Atomic partial charges in e from the Mulliken method, atoms 1 to 6: C -0.61; C -0.15; O -0.36; C -0.43; C -0.48; O -0.16



Entry 3:
The following is a DFT calculation (ωB97M-V/def2-TZVPD) of the ion CH3INO with charge -1 in a non-equilibrium geometry.

The geometry in XYZ format:
```
7
CH3INO, DFT ωB97M-V/def2-TZVPD
C -0.58 0.27 0.04
N 0.35 -0.82 0.45
O 0.22 -1.82 -0.27
I 2.47 0.53 -0.05
H -0.55 1.18 0.74
H -0.35 0.83 -0.83
H -1.57 -0.18 -0.08
```

LUMO energy (alpha / beta) ... 0.1414 / 0.1414 Ha
SMILES ... CN([O-])I
Orbital gap (alpha / beta) ... 6.93 / 6.93 eV
Relative energy (zero: lowest compared OMol25 entry of this formula, charge and spin) ... 2.279 eV
Total charge ... -1

Atomic partial charges in e from the Mulliken method, atoms 1 to 6: C -0.70; N -0.05; O -0.41; I -0.70; H 0.27; H 0.28



Entry 4:
The following is a DFT calculation (ωB97M-V/def2-TZVPD) of a structure of composition C7H9NO2S2 in a non-equilibrium geometry.

The geometry in XYZ format:
```
21
C7H9NO2S2, DFT ωB97M-V/def2-TZVPD
C 0.76 -4.15 2.54
C -1.13 -1.48 0.98
C -0.98 -0.35 0.17
C 0.23 0.02 -0.32
C 0.66 1.17 -0.98
C -0.16 2.25 -1.37
C 0.44 3.48 -1.84
H 1.28 -3.70 3.53
H 0.12 -5.40 2.57
H 1.43 -4.18 1.60
H -2.15 -1.83 1.15
H 1.23 -0.60 -0.13
H 1.86 1.29 -1.07
H 1.54 3.40 -1.66
H 0.15 4.20 -1.06
H -0.85 4.93 -2.88
N -0.12 -2.23 1.33
O -0.37 -3.43 2.01
O 0.14 3.75 -3.23
S -1.74 2.46 -0.80
S -2.34 0.40 -0.55
```

LUMO energy ... -0.0505 Ha
Orbital gap ... 6.05 eV
Relative energy (zero: lowest compared OMol25 entry of this formula, charge and spin) ... 9.917 eV

Atomic partial charges in e from the Mulliken method, atoms 1 to 6: C -0.47; C -0.47; C 0.39; C -0.08; C -0.37; C 0.88



Entry 5:
The following is a DFT calculation (ωB97M-V/def2-TZVPD) of a cluster of 6 separate species, C34H28N5O24P in total in a non-equilibrium geometry.

The geometry in XYZ format:
```
92
C34H28N5O24P, DFT ωB97M-V/def2-TZVPD
N -7.14 3.21 -4.46
P -8.30 2.17 -4.03
N -7.54 0.60 -3.78
N -6.18 0.48 -3.82
C -5.77 -0.89 -3.63
C -4.21 -1.22 -3.68
O -3.39 -0.15 -3.16
O -3.02 -0.52 -1.90
N -6.93 -1.73 -3.45
C -8.00 -0.74 -3.56
N -9.28 -1.09 -3.47
C -10.47 -0.23 -3.51
O -11.34 -0.50 -4.42
O -10.75 0.81 -2.65
H -7.12 3.98 -3.77
H -9.25 2.10 -5.12
H -8.92 2.73 -2.86
H -5.47 1.21 -3.97
H -3.96 -1.43 -4.78
H -4.02 -2.15 -3.05
H -3.28 0.23 -1.30
H -9.45 -2.11 -3.34
C 0.30 2.45 0.90
C -0.79 2.00 0.28
C -1.87 1.29 1.03
O -2.87 0.91 0.43
C -1.69 1.08 2.46
C -0.60 1.53 3.09
C 0.47 2.26 2.35
O 1.45 2.68 2.95
O -0.42 1.34 4.42
O -0.95 2.17 -1.06
H 1.09 2.97 0.38
H -2.48 0.55 2.99
H 0.44 1.76 4.63
H -1.82 1.76 -1.27
C 2.21 3.70 -5.67
C 1.26 4.30 -6.40
C -0.13 4.47 -5.88
O -0.96 5.04 -6.56
C -0.44 3.93 -4.55
C 0.51 3.33 -3.82
C 1.90 3.19 -4.33
O 2.74 2.65 -3.63
O 0.23 2.83 -2.58
O 1.53 4.78 -7.64
H 3.22 3.57 -6.03
H -1.45 4.05 -4.19
H 1.08 2.45 -2.27
H 0.69 5.16 -7.96
C 4.83 0.36 6.77
C 3.86 0.95 6.06
C 2.49 1.10 6.60
O 1.63 1.66 5.93
C 2.20 0.55 7.93
C 3.17 -0.04 8.64
C 4.56 -0.16 8.11
O 5.42 -0.69 8.79
O 2.92 -0.55 9.88
O 4.11 1.44 4.81
H 5.83 0.25 6.39
H 1.19 0.66 8.31
H 3.78 -0.92 10.18
H 3.25 1.81 4.50
C -0.89 -4.77 -0.78
C -1.58 -3.88 -1.49
C -2.06 -4.20 -2.88
O -2.70 -3.37 -3.51
C -1.73 -5.52 -3.43
C -1.04 -6.41 -2.71
C -0.59 -6.10 -1.32
O 0.02 -6.94 -0.69
O -0.73 -7.63 -3.21
O -1.86 -2.65 -0.99
H -0.54 -4.56 0.22
H -2.06 -5.73 -4.44
H -0.23 -8.08 -2.50
H -2.37 -2.19 -1.70
C 8.78 -0.30 2.65
C 7.64 -0.25 3.34
C 7.38 -1.18 4.48
O 6.33 -1.10 5.10
C 8.40 -2.18 4.80
C 9.54 -2.23 4.10
C 9.81 -1.28 2.98
O 10.87 -1.34 2.38
O 10.50 -3.15 4.38
O 6.67 0.66 3.04
H 8.98 0.37 1.83
H 8.20 -2.86 5.61
H 11.22 -2.98 3.74
H 5.94 0.49 3.69
```

LUMO energy ... -0.0787 Ha
Orbital gap ... 6.24 eV

Atomic partial charges in e from the Mulliken method, atoms 1 to 6: N -0.78; P 0.34; N 0.01; N -0.15; C 0.11; C 0.22



Entry 6:
The following is a DFT calculation (ωB97M-V/def2-TZVPD) of an isolated molecule of C4H7N in a non-equilibrium geometry.

The geometry in XYZ format:
```
12
C4H7N, DFT ωB97M-V/def2-TZVPD
C 0.61 1.10 -1.23
C 0.30 0.30 0.00
C 0.88 0.51 1.19
C -1.03 -1.57 0.19
N -0.97 -0.33 -0.01
H 1.20 1.99 -1.02
H -0.34 1.47 -1.63
H 1.08 0.49 -2.00
H 0.29 0.15 2.02
H 1.91 0.73 1.41
H -2.00 -2.01 0.41
H -0.21 -2.29 0.16
```

LUMO energy ... 0.0388 Ha
SMILES ... C=NC(=C)C
Orbital gap ... 9.74 eV
Relative energy (zero: lowest compared OMol25 entry of this formula, charge and spin) ... 1.621 eV

Atomic partial charges in e from the Mulliken method, atoms 1 to 6: C -1.09; C 0.58; C -0.79; C -0.24; N -0.44; H 0.31



Entry 7:
The following is a DFT calculation (ωB97M-V/def2-TZVPD) of the ion CH3N2O2S with charge -1 in a non-equilibrium geometry.

The geometry in XYZ format:
```
9
CH3N2O2S, DFT ωB97M-V/def2-TZVPD
C -1.03 0.63 0.46
N -1.68 -0.51 0.30
N 0.30 1.38 0.33
O 2.71 0.95 0.27
O 1.15 -0.89 -0.38
S 1.42 0.52 -0.24
H 1.23 0.89 -1.76
H -1.06 -1.35 -0.12
H -1.76 1.39 0.69
```

LUMO energy ... 0.1533 Ha
SMILES ... [H]/N=C\N=[S@@H](=O)[O-]
Orbital gap ... 8.89 eV
Relative energy (zero: lowest compared OMol25 entry of this formula, charge and spin) ... 2.160 eV
Total charge ... -1

Atomic partial charges in e from the Mulliken method, atoms 1 to 6: C -0.01; N -0.66; N -0.43; O -0.59; O -0.62; S 0.65



Entry 8:
The following is a DFT calculation (ωB97M-V/def2-TZVPD) of a cluster of 2 separate species, C4H7NO3 in total in a non-equilibrium geometry.

The geometry in XYZ format:
```
15
C4H7NO3, DFT ωB97M-V/def2-TZVPD
O 1.36 -1.96 -0.91
C 1.54 -0.72 -0.65
C -0.63 -0.62 0.18
C -1.68 0.01 0.86
C -2.38 0.56 -0.36
O -3.34 0.05 -0.86
O 2.05 1.25 0.85
N 0.36 0.05 -0.41
H 2.14 -0.52 0.33
H -0.67 -1.70 -0.04
H 2.10 -0.21 -1.47
H -2.20 -0.43 1.70
H -2.06 1.57 -0.68
H 0.71 0.86 0.16
H 2.69 1.80 1.30
```

LUMO energy ... -0.1409 Ha
Orbital gap ... 5.14 eV
Relative energy (zero: lowest compared OMol25 entry of this formula, charge and spin) ... 9.830 eV

Atomic partial charges in e from the Mulliken method, atoms 1 to 6: O -0.50; C 0.04; C -0.17; C -0.47; C 0.08; O -0.44